Entry 1:
{
  "formula": "CBr3O3S",
  "method": "ωB97M-V/def2-TZVPD",
  "total_charge": -1,
  "e_lumo_ev": 2.334,
  "e_homo_ev": -5.65,
  "elements": ["Br", "Br", "Br", "S", "O", "O", "O", "C"],
  "positions_angstrom": [[-1.00543, -1.25199, 0.86633], [1.32226, -3.32938, 0.81348], [-0.37833, 0.74219, -2.06050], [-0.01086, 1.53556, -0.10478], [0.84107, 0.48203, 0.53765], [0.73426, 2.71999, -0.38046], [-1.34028, 1.66894, 0.45787], [-0.16268, -2.56735, -0.12959]],
  "atomic_forces_ev_per_a": [[-0.34, -1.84, 0.00], [-0.04, 0.10, 0.15], [-0.42, -0.81, -1.99], [1.92, -1.22, 2.71], [-1.02, 2.09, -0.98], [0.03, 1.15, -0.09], [0.36, 0.14, 0.00], [-0.49, 0.39, 0.19]]
}



Entry 2:
{
  "formula": "C10H18Cl12INOP",
  "method": "ωB97M-V/def2-TZVPD",
  "total_charge": 1,
  "e_lumo_ev": -2.766,
  "e_homo_ev": -12.87,
  "elements": ["I", "Cl", "Cl", "Cl", "Cl", "Cl", "Cl", "Cl", "Cl", "Cl", "Cl", "Cl", "Cl", "P", "O", "N", "C", "C", "C", "C", "C", "C", "C", "C", "C", "C", "H", "H", "H", "H", "H", "H", "H", "H", "H", "H", "H", "H", "H", "H", "H", "H", "H", "H"],
  "positions_angstrom": [[0.06433, 0.53645, 1.19523], [2.32961, -2.99794, 0.07143], [-3.83920, -2.37005, -0.05988], [-1.81979, 3.80346, 0.58077], [2.18471, -3.67838, 2.89298], [-6.04938, 0.15196, -0.57743], [-4.15218, 2.12821, 0.91140], [-1.02610, -2.43341, -0.76050], [-7.07804, -2.55376, -0.37597], [-2.95738, -3.86830, -2.38493], [-2.56970, 2.87260, 3.22185], [-7.43282, -0.69578, 1.82737], [0.53427, -5.11122, 0.97494], [1.25613, 1.34301, -2.15937], [0.82045, 2.65277, -1.34480], [2.27644, 0.31176, -0.87808], [2.10221, 0.56068, 0.59558], [-2.55824, -3.34794, -0.75859], [-7.33498, -0.87342, 0.07982], [4.72816, 0.61096, -0.17392], [3.73410, 0.42088, -1.30184], [4.33944, 1.70613, 0.82084], [1.27906, -3.57513, 1.39754], [2.81667, 1.80754, 1.06964], [-3.17296, 3.38863, 1.65076], [-0.25632, 0.34676, -2.33179], [1.99862, -0.65998, -1.03002], [-3.77568, 4.27651, 1.78781], [-0.02226, 2.57544, -0.86590], [-8.27131, -0.54355, -0.34960], [-1.06910, 0.77716, -1.74448], [2.38840, 2.71958, 0.65932], [3.97804, -0.45825, -1.89563], [4.91708, -0.33142, 0.34348], [-0.53150, 0.36322, -3.38493], [3.79900, 1.26783, -1.98503], [4.81799, 1.49984, 1.77659], [2.53948, -0.29244, 1.11022], [0.49054, -2.84334, 1.52086], [5.67225, 0.88403, -0.64509], [4.71264, 2.67775, 0.50010], [-0.11171, -0.67574, -1.98732], [2.65804, 1.85044, 2.14645], [-2.40900, -4.22352, -0.13991]],
  "atomic_forces_ev_per_a": [[-0.08, -0.14, 0.17], [0.06, -0.03, -0.05], [0.32, -0.09, -0.01], [0.02, 0.33, -0.08], [0.05, 0.01, -0.01], [-0.16, -0.02, -0.16], [0.02, 0.12, 0.13], [-0.23, -0.39, 0.14], [-0.26, -0.01, -0.02], [0.00, -0.01, -0.01], [0.00, 0.02, 0.03], [0.01, 0.00, 0.01], [0.12, 0.06, 0.01], [0.51, 0.17, -0.98], [-0.25, -0.20, 0.12], [-0.31, 0.01, 0.37], [0.36, 0.05, 0.08], [-0.08, 0.03, 0.02], [-0.01, -0.03, 0.04], [0.07, -0.12, 0.20], [0.29, 0.35, -0.29], [-0.16, 0.12, 0.11], [-0.19, -0.05, 0.10], [0.19, 0.04, 0.21], [0.09, -0.30, -0.01], [0.05, 0.32, 0.52], [-0.10, 0.00, 0.08], [0.01, 0.02, -0.05], [0.08, 0.07, 0.20], [0.00, 0.01, -0.01], [-0.08, -0.11, -0.02], [-0.06, -0.10, -0.18], [-0.12, -0.08, 0.04], [-0.13, -0.03, 0.01], [0.07, -0.09, -0.06], [-0.11, 0.06, 0.05], [0.14, -0.01, -0.06], [-0.06, -0.13, -0.12], [0.02, 0.03, -0.04], [0.03, -0.11, -0.03], [-0.01, -0.02, -0.11], [-0.01, 0.12, -0.34], [-0.16, 0.08, -0.01], [0.05, 0.00, 0.01]]
}



Entry 3:
{
  "formula": "C60H48O2P3PtSSiTe",
  "method": "ωB97M-V/def2-TZVPD",
  "total_charge": 1,
  "e_lumo_ev": -2.977,
  "e_homo_ev": -9.56,
  "elements": ["Pt", "Te", "S", "P", "P", "P", "Si", "O", "O", "C", "C", "C", "C", "C", "C", "C", "C", "C", "C", "C", "C", "C", "C", "C", "C", "C", "C", "C", "C", "C", "C", "C", "C", "C", "C", "C", "C", "C", "C", "C", "C", "C", "C", "C", "C", "C", "C", "C", "C", "C", "C", "C", "C", "C", "C", "C", "C", "C", "C", "C", "C", "C", "C", "C", "C", "C", "C", "C", "C", "H", "H", "H", "H", "H", "H", "H", "H", "H", "H", "H", "H", "H", "H", "H", "H", "H", "H", "H", "H", "H", "H", "H", "H", "H", "H", "H", "H", "H", "H", "H", "H", "H", "H", "H", "H", "H", "H", "H", "H", "H", "H", "H", "H", "H", "H", "H", "H"],
  "positions_angstrom": [[-0.19010, -0.02835, 0.07191], [0.23193, -2.73211, 0.93096], [0.06567, -5.02234, -1.60089], [-0.89404, 0.26221, 2.35968], [2.08474, 0.48562, 0.25613], [-0.41435, -0.12774, -2.32757], [-0.51797, 2.31658, -0.09446], [-2.52148, 1.96095, -0.29591], [-2.26746, -0.24089, -0.15990], [-0.61985, -4.27517, -0.21377], [2.78310, 4.98475, 0.00527], [-2.39197, -2.07045, -2.37462], [1.02616, 0.22142, 4.35784], [1.66954, -0.29335, 5.47093], [3.99418, -1.73505, 3.14361], [-2.03708, -0.80321, -2.82443], [3.65972, 2.76508, 0.17298], [-2.08119, -6.03413, -0.67837], [0.65058, -1.18907, -4.72596], [4.26775, 0.57817, 3.70798], [-2.64077, -0.27610, 2.55607], [3.01713, 0.70022, -2.31009], [-3.57430, -2.65800, -2.78481], [3.87655, 4.12180, 0.08937], [-0.67819, 3.22443, -4.71667], [1.27264, -1.51257, 6.00050], [0.69347, -1.17482, -3.32996], [-1.17915, -6.19249, -1.68457], [2.26333, -3.00664, -3.39757], [-2.98866, 0.80011, -0.30386], [-1.16293, 2.48891, 4.02116], [-0.50184, 1.61313, -2.91097], [3.17315, -0.00923, -1.11838], [4.53225, -0.75743, 3.96678], [1.24577, 3.10111, 0.04624], [-4.92023, 0.24973, 3.16634], [0.22449, -2.21106, 5.42017], [-4.08711, -0.70863, -4.08750], [2.96267, -0.03667, 1.76794], [-0.42795, -1.69592, 4.31155], [-4.45209, 0.58016, -0.50702], [3.84431, 0.45101, -3.39001], [-1.28017, 4.28545, 1.91976], [-0.98195, 2.04546, 2.70647], [-0.75012, 3.95693, -2.44117], [2.24347, -2.99020, -4.78046], [4.85325, -0.49724, -3.28533], [-4.35465, -1.97663, 2.48867], [-0.54020, 1.92158, -4.27625], [-1.01455, 2.94250, 1.63514], [-5.30013, -1.05987, 2.93170], [1.42770, -2.08204, -5.44255], [-2.90033, -0.11484, -3.67118], [-1.75658, -4.93696, 0.16660], [-0.02704, -0.47573, 3.76876], [2.34623, 2.27183, 0.17854], [3.47575, 0.93642, 2.62875], [4.19763, -0.94332, -1.01267], [-4.42323, -1.97941, -3.65176], [-3.04133, -1.58862, 2.29478], [-1.48076, 4.72229, 3.21765], [-1.40613, 3.82461, 4.27712], [-3.60049, 0.64374, 2.97567], [1.49851, 4.48152, -0.02005], [3.22215, -1.37920, 2.04846], [5.03413, -1.18272, -2.09453], [-0.60646, 2.64786, -1.97054], [1.48623, -2.11040, -2.67814], [-0.78716, 4.25219, -3.79140], [1.31716, 1.18857, 3.97230], [5.14900, -1.03692, 4.81116], [-0.48950, 1.14451, -5.02100], [1.38275, -2.07758, -6.52370], [-0.90015, 5.27652, -4.12202], [3.27272, 1.98410, 2.45701], [-2.93989, -6.67476, -0.53835], [-5.64729, 0.97862, 3.49982], [1.77301, -1.91309, 6.87250], [-2.67236, 0.88738, -4.00555], [-0.09465, -3.15799, 5.83449], [4.18224, -2.78190, 3.34270], [-0.82807, 4.77564, -1.73543], [-1.68590, 5.76785, 3.40883], [-3.34046, 1.67621, 3.15320], [-0.71033, 3.43189, -5.77791], [2.81948, -2.15691, 1.41556], [-4.74814, -0.16764, -4.75230], [-2.32320, -2.30505, 1.91979], [2.47643, 0.26321, 5.92833], [-1.17611, -6.93675, -2.46489], [1.49816, -2.14450, -1.59765], [-6.32730, -1.36532, 3.08238], [4.50176, 2.08502, 0.23259], [2.84487, -3.69145, -5.34420], [-4.64794, 0.61290, -1.58071], [-2.34031, -4.64887, 1.03001], [3.70562, 1.00335, -4.31026], [-4.74412, -0.39511, -0.12656], [-1.32432, 5.01291, 1.11751], [-1.13364, 1.78181, 4.84090], [2.94484, 6.05378, -0.05217], [-0.00051, -0.53143, -5.27864], [-3.82845, -3.64622, -2.42336], [4.88485, 4.51372, 0.08902], [4.36856, -1.47909, -0.09187], [-1.54945, 4.16420, 5.29419], [4.67099, 1.34998, 4.35099], [-4.64188, -3.00009, 2.28383], [5.50409, -0.69157, -4.12775], [0.67851, 5.18504, -0.10140], [-5.34711, -2.43829, -3.97909], [5.83112, -1.90879, -2.00065], [-1.25011, -2.24613, 3.87855], [-1.75332, -2.59022, -1.68272], [-5.01509, 1.37597, -0.02573], [2.25420, 1.46739, -2.39403], [2.87512, -3.72411, -2.86587]],
  "atomic_forces_ev_per_a": [[-0.25, -0.43, 0.19], [0.21, -0.07, -0.20], [-0.02, 0.09, 0.03], [0.02, 0.24, -0.05], [0.03, -0.01, 0.03], [0.03, 0.30, -0.07], [0.25, -0.09, -0.12], [-0.11, -0.13, -0.02], [0.08, -0.19, 0.07], [-0.22, 0.11, 0.09], [-0.01, 0.00, 0.00], [-0.07, -0.08, -0.10], [-0.09, 0.03, 0.07], [-0.04, 0.01, 0.02], [0.00, 0.01, 0.01], [-0.02, 0.13, -0.03], [0.01, 0.01, -0.04], [-0.01, 0.04, 0.02], [-0.02, -0.02, -0.04], [0.04, -0.01, -0.03], [0.01, 0.01, -0.02], [-0.03, 0.00, -0.03], [0.01, 0.00, 0.00], [0.00, 0.00, 0.01], [0.00, 0.01, 0.01], [-0.01, 0.00, 0.00], [-0.05, -0.03, 0.04], [0.04, 0.00, -0.02], [0.03, 0.01, 0.01], [0.03, 0.11, 0.04], [0.00, -0.01, -0.01], [0.26, 0.00, -0.02], [-0.02, -0.08, 0.01], [0.03, 0.00, -0.03], [0.06, -0.16, 0.17], [0.01, -0.01, 0.00], [0.01, -0.01, 0.01], [-0.01, -0.01, -0.02], [-0.03, 0.03, 0.04], [0.01, -0.04, -0.05], [-0.02, -0.01, 0.01], [-0.01, 0.00, -0.01], [-0.02, 0.00, 0.00], [0.11, -0.03, 0.03], [-0.01, 0.01, -0.03], [0.01, 0.01, 0.01], [-0.01, -0.01, 0.01], [-0.01, 0.00, 0.00], [0.10, 0.00, -0.03], [-0.16, 0.15, -0.14], [0.00, 0.00, -0.01], [0.00, 0.02, -0.02], [-0.02, 0.04, 0.01], [-0.07, 0.01, -0.13], [0.03, 0.04, 0.00], [-0.01, 0.01, -0.06], [0.10, 0.03, -0.07], [-0.05, -0.02, -0.01], [-0.01, 0.00, 0.00], [0.01, -0.02, 0.02], [0.01, 0.00, 0.00], [0.00, 0.00, 0.00], [0.00, 0.00, -0.01], [-0.02, 0.02, -0.02], [-0.01, 0.00, 0.02], [0.00, -0.03, -0.03], [-0.30, 0.21, 0.11], [0.08, 0.07, 0.02], [0.01, -0.01, 0.01], [-0.01, -0.02, 0.01], [0.00, 0.00, 0.00], [0.04, 0.05, 0.03], [0.00, 0.00, 0.00], [0.00, 0.00, 0.00], [-0.01, -0.02, 0.02], [0.00, 0.00, 0.00], [0.00, 0.00, 0.00], [0.00, 0.00, 0.00], [-0.02, -0.03, 0.01], [0.00, 0.00, 0.00], [-0.01, 0.00, 0.00], [-0.04, -0.01, 0.00], [0.00, 0.00, 0.00], [0.01, 0.02, 0.00], [0.01, 0.00, 0.00], [0.06, 0.02, -0.01], [0.00, 0.00, 0.00], [0.00, 0.02, -0.01], [-0.02, 0.00, 0.00], [0.00, 0.00, 0.01], [0.00, 0.00, 0.04], [0.00, 0.00, 0.00], [0.00, 0.00, -0.01], [0.00, 0.01, 0.00], [0.00, -0.01, 0.01], [0.00, -0.01, 0.00], [0.00, 0.00, 0.00], [-0.01, 0.00, 0.02], [-0.03, -0.01, -0.01], [-0.01, 0.00, 0.00], [0.00, 0.00, 0.00], [-0.03, -0.08, 0.02], [0.00, 0.00, 0.00], [0.00, 0.00, 0.00], [-0.02, -0.02, 0.04], [0.00, 0.00, 0.00], [0.00, 0.00, 0.00], [-0.01, 0.00, 0.00], [0.00, 0.00, 0.00], [-0.01, 0.00, 0.01], [0.00, 0.00, 0.00], [0.00, 0.00, 0.00], [0.02, 0.01, 0.03], [0.17, -0.18, 0.15], [0.00, 0.00, 0.00], [-0.01, -0.01, 0.00], [0.00, 0.00, 0.00]]
}



Entry 4:
{
  "formula": "C2H3ClFI",
  "method": "ωB97M-V/def2-TZVPD",
  "e_lumo_ev": 0.193,
  "smiles": "F[C@@H](Cl)CI",
  "e_homo_ev": -9.78,
  "elements": ["I", "Cl", "F", "C", "C", "H", "H", "H"],
  "positions_angstrom": [[-0.72745, -2.13982, 1.12267], [0.87361, 1.74731, -1.06298], [-1.52079, 0.94166, -0.08501], [-0.18341, 0.37935, -0.75271], [0.35736, -0.38356, 0.48742], [-0.48621, -0.26194, -1.50661], [0.23542, 0.43529, 1.28707], [1.45149, -0.71829, 0.51016]],
  "atomic_forces_ev_per_a": [[0.13, 0.60, -0.39], [-0.70, -0.65, -0.40], [2.88, -1.05, -2.20], [-1.42, 1.13, 5.25], [1.07, 1.36, 1.24], [-0.59, -0.45, -2.02], [0.25, -1.63, -0.86], [-1.62, 0.69, -0.64]]
}



Energy relative to the best compared isomer or geometry (same formula, charge and spin)
In order: 288.20, 16.03, 0.00, 44.71
Unit: kJ/mol
E_tot
In order: -8384.031741, -6682.946623, -4564.737821, -935.716831
Unit: a.u.